Entry from the OMol25 dataset: a cluster of 10 separate species, C30H75N5O15 in total in a non-equilibrium geometry (ωB97M-V/def2-TZVPD).

Each atom is followed by the atoms it is bonded to, with distances in Å.
Element x y z (Å)
1 C -7.349 24.519 -0.838  C2 1.516, H10 1.086, H11 1.086, H12 1.094
2 C -7.896 23.832 0.398  C1 1.516, C3 1.508, N6 1.504, H13 1.092
3 C -7.656 22.345 0.335  C2 1.508, O4 1.391, H14 1.100, H15 1.097
4 O -7.915 21.687 1.533  C3 1.391, C5 1.417
5 C -9.266 21.331 1.769  O4 1.417, H16 1.093, H17 1.095, H18 1.096
6 N -7.266 24.335 1.668  C2 1.504, H7 1.018, H8 1.033, H9 1.028
7 H -7.475 25.308 1.877  N6 1.018
8 H -7.521 23.724 2.461  N6 1.033
9 H -6.248 24.192 1.641  N6 1.028
10 H -8.104 24.464 -1.617  C1 1.086
11 H -6.410 24.062 -1.137  C1 1.086
12 H -7.259 25.594 -0.653  C1 1.094
13 H -8.968 23.965 0.559  C2 1.092
14 H -6.600 22.208 0.059  C3 1.100
15 H -8.169 21.872 -0.512  C3 1.097
16 H -9.321 20.713 2.669  C5 1.093
17 H -9.669 20.647 1.014  C5 1.095
18 H -9.884 22.222 1.931  C5 1.096
19 C -4.105 15.927 1.755  C20 1.524, H28 1.088, H29 1.089, H30 1.094
20 C -5.176 17.009 1.843  C19 1.524, C21 1.501, N24 1.469, H31 1.091
21 C -5.182 17.895 0.631  C20 1.501, O22 1.413, H32 1.102, H33 1.094
22 O -6.414 18.586 0.602  C21 1.413, C23 1.405
23 C -6.666 19.128 -0.670  O22 1.405, H34 1.094, H35 1.098, H36 1.094
24 N -6.508 16.422 2.037  C20 1.469, H25 1.023, H26 1.042, H27 1.022
25 H -6.740 15.655 1.402  N24 1.023
26 H -6.606 16.059 3.009  N24 1.042
27 H -7.231 17.138 1.938  N24 1.022
28 H -4.411 15.067 1.163  C19 1.088
29 H -3.823 15.583 2.749  C19 1.089
30 H -3.204 16.413 1.370  C19 1.094
31 H -5.003 17.523 2.789  C20 1.091
32 H -5.053 17.195 -0.210  C21 1.102
33 H -4.356 18.608 0.563  C21 1.094
34 H -6.609 18.393 -1.479  C23 1.094
35 H -5.911 19.913 -0.805  C23 1.098
36 H -7.690 19.488 -0.531  C23 1.094
37 C 1.414 17.738 6.276  C38 1.510, H46 1.089, H47 1.090, H48 1.097
38 C 0.710 17.109 5.097  C37 1.510, C39 1.525, N42 1.497, H49 1.091
39 C 1.415 17.368 3.769  C38 1.525, O40 1.387, H50 1.095, H51 1.097
40 O 0.907 16.611 2.724  C39 1.387, C41 1.429
41 C -0.339 17.087 2.211  O40 1.429, H52 1.094, H53 1.097, H54 1.082
42 N 0.604 15.635 5.329  C38 1.497, H43 1.026, H44 1.045, H45 1.024
43 H -0.016 15.302 6.076  N42 1.026
44 H 0.343 15.044 4.508  N42 1.045
45 H 1.503 15.337 5.721  N42 1.024
46 H 1.364 18.825 6.248  C37 1.089
47 H 2.419 17.345 6.430  C37 1.090
48 H 0.859 17.540 7.201  C37 1.097
49 H -0.335 17.412 5.023  C38 1.091
50 H 2.467 17.089 3.884  C39 1.095
51 H 1.338 18.433 3.522  C39 1.097
52 H -0.292 18.118 1.847  C41 1.094
53 H -1.049 17.048 3.046  C41 1.097
54 H -0.709 16.465 1.407  C41 1.082
55 C -9.883 24.541 -4.478  C56 1.502, H64 1.089, H65 1.088, H66 1.108
56 C -8.556 24.038 -4.970  C55 1.502, C57 1.513, N60 1.519, H67 1.093
57 C -8.163 22.622 -4.614  C56 1.513, O58 1.389, H68 1.101, H69 1.103
58 O -7.602 22.634 -3.343  C57 1.389, C59 1.439
59 C -6.551 21.668 -3.166  O58 1.439, H70 1.096, H71 1.089, H72 1.086
60 N -8.507 24.221 -6.478  C56 1.519, H61 1.025, H62 1.022, H63 1.023
61 H -9.119 23.547 -6.949  N60 1.025
62 H -8.815 25.146 -6.784  N60 1.022
63 H -7.555 24.070 -6.821  N60 1.023
64 H -10.264 25.482 -4.870  C55 1.089
65 H -10.101 24.398 -3.421  C55 1.088
66 H -10.644 23.831 -4.857  C55 1.108
67 H -7.747 24.673 -4.598  C56 1.093
68 H -7.520 22.119 -5.353  C57 1.101
69 H -9.044 21.958 -4.630  C57 1.103
70 H -5.710 21.951 -3.810  C59 1.096
71 H -6.884 20.651 -3.366  C59 1.089
72 H -6.142 21.765 -2.164  C59 1.086
73 C -11.372 13.504 1.517  C74 1.515, H82 1.092, H83 1.088, H84 1.094
74 C -10.680 14.420 0.528  C73 1.515, C75 1.516, N78 1.509, H85 1.090
75 C -10.021 15.642 1.136  C74 1.516, O76 1.403, H86 1.097, H87 1.101
76 O -9.678 16.497 0.078  C75 1.403, C77 1.410
77 C -9.686 17.866 0.418  O76 1.410, H88 1.097, H89 1.094, H90 1.090
78 N -9.646 13.627 -0.233  C74 1.509, H79 1.061, H80 1.024, H81 1.015
79 H -8.922 14.280 -0.650  N78 1.061
80 H -9.008 13.108 0.378  N78 1.024
81 H -10.031 13.113 -1.019  N78 1.015
82 H -11.568 12.518 1.092  C73 1.092
83 H -12.307 13.938 1.866  C73 1.088
84 H -10.743 13.324 2.394  C73 1.094
85 H -11.398 14.764 -0.217  C74 1.090
86 H -9.216 15.409 1.844  C75 1.097
87 H -10.800 16.051 1.798  C75 1.101
88 H -8.782 18.119 0.986  C77 1.097
89 H -10.517 18.126 1.080  C77 1.094
90 H -9.703 18.470 -0.489  C77 1.090
91 C -3.919 15.108 5.580  C92 1.534, H95 1.093, H96 1.090, H97 1.099
92 C -5.388 14.680 5.461  C91 1.534, O93 1.266, O94 1.246
93 O -6.097 15.220 4.562  C92 1.266
94 O -5.817 13.965 6.388  C92 1.246
95 H -3.239 14.429 5.059  C91 1.093
96 H -3.630 15.185 6.628  C91 1.090
97 H -3.735 16.091 5.124  C91 1.099
98 C -3.099 19.540 -2.229  C99 1.540, H102 1.098, H103 1.089, H104 1.092
99 C -1.879 19.466 -1.291  C98 1.540, O100 1.258, O101 1.245
100 O -2.003 18.685 -0.312  C99 1.258
101 O -0.916 20.215 -1.537  C99 1.245
102 H -3.089 20.481 -2.797  C98 1.098
103 H -4.028 19.522 -1.662  C98 1.089
104 H -3.103 18.731 -2.962  C98 1.092
105 C -10.240 18.779 4.138  C106 1.542, H109 1.097, H110 1.092, H111 1.092
106 C -8.999 17.938 3.776  C105 1.542, O107 1.263, O108 1.243
107 O -7.938 18.571 3.516  C106 1.263
108 O -9.150 16.704 3.824  C106 1.243
109 H -10.874 18.763 3.243  C105 1.097
110 H -10.077 19.806 4.473  C105 1.092
111 H -10.827 18.304 4.927  C105 1.092
112 C -5.154 14.217 -1.761  C113 1.516, H116 1.092, H117 1.090, H118 1.090
113 C -6.624 14.376 -1.427  C112 1.516, O114 1.268, O115 1.257
114 O -6.974 14.449 -0.211  C113 1.268
115 O -7.457 14.345 -2.368  C113 1.257
116 H -4.510 14.149 -0.881  C112 1.092
117 H -4.750 15.068 -2.309  C112 1.090
118 H -5.028 13.260 -2.266  C112 1.090
119 C -2.547 12.829 2.484  C120 1.524, H123 1.093, H124 1.089, H125 1.091
120 C -1.437 12.613 3.506  C119 1.524, O121 1.229, O122 1.271
121 O -1.231 11.478 3.930  C120 1.229
122 O -0.856 13.686 3.860  C120 1.271
123 H -3.377 13.297 3.022  C119 1.093
124 H -2.918 11.899 2.056  C119 1.089
125 H -2.230 13.514 1.696  C119 1.091

Results
ΔE to the lowest compared entry with this formula, charge and spin in eV: 2.857
Largest force on an atom in eV/Å: 2.7
Gap between HOMO and LUMO in eV: 2.0